# C5H8O2

The molecule C5H8O2 at a distorted geometry (ωB97M-V/def2-TZVPD, OMol25).

Calculated values
**Frontier orbital gap**: 9.96 eV
**Energy above the lowest of the compared OMol25 structures with the same formula, charge and spin**: 72.2 kcal per mole
**HOMO energy**: -0.3430 hartree

Structure (ORCA input):
```
! RIJCOSX wB97M-V def2-TZVPD def2/J DEFGRID3
* xyz 0 1
O -1.56 1.08 0.33
C -1.56 -0.21 -0.27
C -0.12 -0.66 -0.39
C 0.85 -0.44 1.09
C 1.79 0.23 0.13
O 2.97 0.44 0.20
C 0.83 0.35 -1.03
H -2.47 1.39 0.43
H -2.12 -0.93 0.34
H -2.06 -0.16 -1.26
H 0.22 -1.58 0.04
H 0.23 0.19 1.70
H 1.33 -1.24 1.71
H 0.38 1.35 -1.00
H 1.28 0.20 -2.02
*
```

# C16H25Cl3OPb

A structure of composition C16H25Cl3OPb at a distorted geometry (ωB97M-V/def2-TZVPD, OMol25).

Calculated values
**Frontier orbital gap (spin up / spin down)**: 4.68 / 5.12 eV
**Energy above the lowest of the compared OMol25 structures with the same formula, charge and spin**: 17.2 kcal per mole
**HOMO energy (spin up / spin down)**: -0.0271 / -0.0193 hartree

Structure (ORCA input):
```
! RIJCOSX wB97M-V def2-TZVPD def2/J DEFGRID3
* xyz -2 1
C 2.68 0.14 -1.56
C 3.10 -0.16 -0.22
C 2.81 0.97 0.60
C 3.82 -1.38 0.20
C 2.16 1.95 -0.22
C 2.02 1.43 -1.56
C 1.32 2.05 -2.70
C 2.85 -0.74 -2.73
C 3.09 1.07 2.05
C 1.62 3.23 0.27
Pb -1.43 -0.93 -0.50
Cl -1.09 -2.99 0.91
Cl -0.64 -1.92 -2.75
Cl -0.72 1.01 1.08
H 3.50 -2.26 -0.38
H 3.60 -1.63 1.24
H 4.91 -1.25 0.10
H 2.75 0.17 2.59
H 2.52 1.91 2.50
H 4.19 1.20 2.21
H 0.76 3.09 0.96
H 1.27 3.84 -0.57
H 2.41 3.75 0.85
H 0.87 3.00 -2.37
H 0.44 1.51 -3.23
H 2.12 2.29 -3.43
H 2.58 -1.79 -2.50
H 3.92 -0.68 -3.06
H 2.16 -0.44 -3.54
O -1.20 1.67 -3.34
H -1.30 0.67 -3.30
C -6.19 -0.61 2.51
C -5.31 -1.65 1.82
C -4.49 -2.40 2.92
C -6.24 -2.62 1.08
C -4.46 -1.08 0.78
C -3.59 -0.85 -0.04
H -6.88 -1.19 3.14
H -6.73 -0.02 1.77
H -5.63 0.09 3.15
H -5.20 -2.96 3.57
H -3.77 -3.11 2.48
H -3.98 -1.68 3.58
H -6.79 -2.05 0.32
H -5.70 -3.42 0.55
H -6.93 -3.05 1.83
*
```

# C25H41BrF12NO11P

A cluster of 5 separate species, C25H41BrF12NO11P in total at a distorted geometry (ωB97M-V/def2-TZVPD, OMol25).

Calculated values
**Frontier orbital gap**: 9.22 eV
**HOMO energy**: -0.3231 hartree

Structure (ORCA input):
```
! RIJCOSX wB97M-V def2-TZVPD def2/J DEFGRID3
* xyz 0 1
C -4.06 -0.80 -0.99
O -2.91 -1.36 -0.36
C -1.89 -1.61 -1.32
C -0.70 -2.26 -0.69
C 0.41 -2.30 -1.75
C 1.39 -1.14 -1.60
C 1.95 -0.66 -2.96
C 1.75 0.82 -3.18
O 0.36 1.09 -3.19
C -0.10 1.77 -4.35
C -1.38 2.52 -4.09
N -1.13 3.80 -3.40
P 2.76 1.93 -2.01
O 3.38 0.90 -0.88
Br 1.22 3.03 -0.81
H -3.96 -0.78 -2.06
H -4.93 -1.38 -0.74
H -4.18 0.23 -0.65
H -2.24 -2.28 -2.10
H -1.61 -0.67 -1.78
H -0.37 -1.72 0.19
H -0.93 -3.27 -0.41
H -0.06 -2.23 -2.72
H 0.94 -3.25 -1.72
H 0.92 -0.31 -1.10
H 2.23 -1.51 -1.03
H 2.99 -0.92 -3.05
H 1.44 -1.15 -3.77
H 2.16 1.05 -4.15
H -0.29 1.03 -5.13
H 0.63 2.48 -4.73
H -1.84 2.71 -5.06
H -1.99 1.90 -3.45
H -0.39 4.30 -3.89
H -1.95 4.37 -3.52
H 2.66 0.66 -0.26
C 5.36 2.56 1.52
C 5.46 1.08 1.84
O 6.55 0.83 2.76
C 6.29 1.02 4.04
O 5.25 1.38 4.52
C 7.53 0.67 4.88
F 8.65 1.17 4.33
F 7.66 -0.67 4.95
F 7.41 1.15 6.12
H 6.31 2.93 1.14
H 4.59 2.72 0.76
H 5.11 3.14 2.41
H 5.70 0.52 0.94
H 4.53 0.70 2.24
C -2.13 -0.35 2.60
C -3.23 -0.94 3.44
O -3.64 -0.04 4.50
C -4.50 0.91 4.16
O -4.98 1.09 3.08
C -4.86 1.74 5.40
F -3.77 2.05 6.12
F -5.71 1.04 6.18
F -5.46 2.88 5.04
H -1.28 -0.05 3.23
H -1.79 -1.07 1.87
H -2.47 0.54 2.08
H -2.89 -1.84 3.95
H -4.09 -1.21 2.84
C -8.14 -0.03 4.75
C -9.15 -0.27 3.64
O -9.30 -1.68 3.38
C -10.13 -2.34 4.18
O -10.76 -1.88 5.09
C -10.22 -3.81 3.74
F -9.00 -4.31 3.47
F -10.97 -3.91 2.63
F -10.77 -4.55 4.70
H -7.19 -0.51 4.51
H -7.97 1.04 4.88
H -8.49 -0.44 5.69
H -8.80 0.16 2.71
H -10.11 0.17 3.87
C 9.21 -1.11 -6.14
C 8.01 -1.74 -5.47
O 7.42 -0.84 -4.50
C 6.59 0.07 -4.98
O 6.27 0.22 -6.13
C 6.02 0.91 -3.83
F 6.98 1.26 -2.96
F 5.09 0.19 -3.16
F 5.45 2.02 -4.29
H 9.93 -0.78 -5.39
H 9.69 -1.83 -6.81
H 8.92 -0.24 -6.72
H 8.30 -2.62 -4.90
H 7.26 -2.05 -6.19
*
```

The following M values (in g mol⁻¹) correspond, in order, to the records above: 100.12 546.93 870.45.